Run a
Formula: C10H10N2
Source: the OMol25 dataset
Level of theory: ωB97M-V with the def2-TZVPD basis set

Element x y z (Å)
C -1.3824 1.8418 0.0759
C -0.7200 0.5317 -0.0362
C -1.6177 -0.4826 0.0143
C -1.0628 -1.8446 -0.0096
C 0.2388 -2.1362 0.0297
C 1.1793 -1.0825 0.1284
C 2.5678 -1.2685 0.0910
C 2.9454 1.0107 -0.1287
C 1.5946 1.2937 0.0648
C 0.6545 0.2340 0.0278
H -2.2975 1.9424 -0.7812
H -1.8451 2.0218 1.1712
H -0.6136 2.7406 -0.0964
H -3.5967 -1.0805 -0.3334
H -3.3932 0.7017 -0.0930
H -1.8958 -2.5228 0.0124
H 0.7500 -3.1364 0.0800
H 2.9828 -2.2299 -0.1523
H 3.7541 1.7204 -0.1386
H 1.4209 2.3280 0.1572
N -3.0654 -0.2919 -0.0323
N 3.4020 -0.2908 -0.0512

Properties
2S+1: 1
LUMO energy in eV: 0.681
SMILES: Cc1c(N)ccc2cnccc12
Highest occupied orbital energy in eV: -8.17

Atom charges from the Mulliken analysis, given in e for atoms 1 to 4: number 1, C, carries -1.5074; number 2, C, carries 0.8793; number 3, C, carries 0.5336; number 4, C, carries -0.6203



Run b
Formula: C10H10N2
Source: the OMol25 dataset
Level of theory: ωB97M-V with the def2-TZVPD basis set

Element x y z (Å)
C 2.9539 0.6440 1.2151
C 2.8150 -0.3073 0.2638
C 1.7334 -0.4077 -0.5516
C 0.6295 0.4131 -0.2188
C 0.8271 1.2719 0.7989
C -1.4537 0.3020 0.5432
C -1.5408 -1.1188 0.7702
C -1.8082 -1.8870 -0.3848
C -2.0101 -1.1910 -1.6115
C -2.1997 0.0661 -1.6845
H 3.8340 0.7686 1.7339
H 3.7138 -1.0567 0.3513
H 1.6511 -1.0922 -1.4044
H -0.3473 0.1535 -0.7994
H 0.0165 1.9361 1.0782
H -1.0869 1.0680 1.2014
H -1.4237 -1.4755 1.7130
H -1.6833 -2.9531 -0.2766
H -2.1839 -1.7996 -2.4425
H -2.8421 0.8297 -2.2426
N 1.9877 1.5837 1.4827
N -1.8915 0.8320 -0.5903

Properties
2S+1: 1
LUMO energy in eV: 0.330
SMILES: c1ccncc1.c1ccncc1
Highest occupied orbital energy in eV: -9.19

Atom charges from the Mulliken analysis, given in e for atoms 1 to 4: number 1, C, carries -0.3458; number 2, C, carries -0.1809; number 3, C, carries -0.6151; number 4, C, carries 0.2493



Energy above the most stable structure, in hartree: run a 0.0000; run b 0.1403